Version w
ORCA calculation (ωB97M-V/def2-TZVPD) on one molecule with the formula C19H25N3O5S.

## Properties
SMILES ... COC(=O)[C@H]1CS[C@H](C(=O)OC)N1C(=O)CN1CCN(c2ccccc2)CC1
Orbital gap ... 0.299 Ha

ORCA input file:
```
! wB97M-V def2-TZVPD RIJCOSX def2/J DEFGRID3
* xyz 0 1
C -6.409 -1.121 -0.880
O -5.093 -0.656 -1.172
C -4.268 -0.551 -0.134
O -4.540 -0.846 0.995
C -2.884 -0.035 -0.569
C -2.982 1.189 -1.468
S -3.367 2.539 -0.310
C -2.289 1.780 0.944
C -0.949 2.513 0.944
O -0.704 3.463 1.630
O -0.124 2.003 0.025
C 1.155 2.624 -0.061
N -2.137 0.384 0.592
C -1.375 -0.354 1.447
O -0.820 0.196 2.378
C -1.161 -1.833 1.149
N 0.165 -2.107 0.617
C 1.233 -1.825 1.567
C 2.562 -2.291 0.968
N 2.840 -1.631 -0.289
C 3.453 -0.384 -0.315
C 3.830 0.301 0.845
C 4.505 1.505 0.776
C 4.822 2.074 -0.444
C 4.467 1.404 -1.603
C 3.800 0.197 -1.543
C 1.770 -1.925 -1.215
C 0.421 -1.454 -0.656
H -6.922 -1.192 -1.835
H -6.365 -2.095 -0.390
H -6.917 -0.415 -0.221
H -2.370 -0.847 -1.094
H -3.777 1.109 -2.204
H -2.027 1.396 -1.952
H -2.753 1.909 1.928
H 1.042 3.684 -0.292
H 1.684 2.521 0.888
H 1.698 2.111 -0.850
H -1.907 -2.232 0.461
H -1.250 -2.365 2.100
H 1.024 -2.375 2.486
H 1.290 -0.754 1.810
H 3.382 -2.133 1.667
H 2.495 -3.364 0.758
H 3.592 -0.093 1.820
H 4.777 2.008 1.693
H 5.344 3.017 -0.493
H 4.719 1.820 -2.567
H 3.570 -0.312 -2.466
H 1.944 -1.451 -2.179
H 1.737 -3.010 -1.360
H -0.369 -1.741 -1.357
H 0.436 -0.355 -0.566
*
```

Atom charges from the natural (NBO) analysis, given in e for atoms 1 to 8: number 1, C, carries -0.26; number 2, O, carries -0.51; number 3, C, carries 0.78; number 4, O, carries -0.58; number 5, C, carries -0.14; number 6, C, carries -0.52; number 7, S, carries 0.24; number 8, C, carries -0.26

=====

Version x
ORCA calculation (ωB97M-V/def2-TZVPD) on one molecule with the formula C19H25N3O5S.

## Properties
SMILES ... CCOC(=O)c1c(S(=O)(=O)NCC(=O)NCc2ccccc2)c(C)n(C)c1C
Orbital gap ... 0.338 Ha

ORCA input file:
```
! wB97M-V def2-TZVPD RIJCOSX def2/J DEFGRID3
* xyz 0 1
C -1.379 -0.470 3.469
C -2.507 -0.619 2.457
O -2.034 -0.444 1.120
C -1.651 -1.553 0.455
O -1.543 -2.634 0.987
C -1.324 -1.258 -0.934
C -1.788 -0.170 -1.731
S -3.005 1.033 -1.277
O -4.050 0.437 -0.502
O -3.374 1.775 -2.447
N -2.206 2.107 -0.270
C -1.001 2.667 -0.827
C 0.220 1.741 -0.880
O 0.956 1.687 -1.846
N 0.441 1.047 0.252
C 1.539 0.117 0.417
C 2.345 0.468 1.640
C 2.960 1.711 1.726
C 3.680 2.059 2.854
C 3.792 1.167 3.908
C 3.182 -0.073 3.829
C 2.459 -0.419 2.700
C -1.149 -0.249 -2.943
C -1.210 0.646 -4.121
N -0.313 -1.331 -2.908
C 0.574 -1.683 -3.982
C -0.418 -1.964 -1.711
C 0.359 -3.181 -1.360
H -1.778 -0.580 4.473
H -0.629 -1.241 3.306
H -0.902 0.506 3.389
H -2.957 -1.612 2.541
H -3.275 0.145 2.591
H -2.137 1.719 0.657
H -1.249 2.965 -1.847
H -0.725 3.563 -0.260
H -0.238 1.077 0.996
H 1.153 -0.905 0.496
H 2.147 0.202 -0.488
H 2.871 2.401 0.899
H 4.157 3.026 2.910
H 4.356 1.438 4.788
H 3.268 -0.771 4.648
H 1.986 -1.389 2.640
H -1.312 0.077 -5.044
H -0.295 1.238 -4.174
H -2.059 1.315 -4.014
H 1.200 -2.520 -3.686
H 1.210 -0.830 -4.226
H 0.007 -1.963 -4.872
H 0.152 -3.987 -2.063
H 1.432 -2.983 -1.366
H 0.061 -3.510 -0.369
*
```

Atom charges from the natural (NBO) analysis, given in e for atoms 1 to 8: number 1, C, carries -0.63; number 2, C, carries -0.08; number 3, O, carries -0.54; number 4, C, carries 0.80; number 5, O, carries -0.61; number 6, C, carries -0.24; number 7, C, carries -0.44; number 8, S, carries 2.34

=====

Which of them is the most stable, and which is the least stable? version x and version w, in that order.

=====

Version w
ORCA calculation (ωB97M-V/def2-TZVPD) on a 2-piece molecular cluster, C3H6F2 overall.

## Properties
Orbital gap (alpha / beta) ... 0.337 / 0.332 Ha

ORCA input file:
```
! wB97M-V def2-TZVPD RIJCOSX def2/J DEFGRID3
* xyz 0 1
C 0.048 -0.483 -1.437
C 1.056 -0.195 -0.355
C -0.741 0.560 1.662
F -1.018 1.556 0.885
F -0.525 0.899 2.953
H -0.124 0.474 -1.976
H 0.352 -1.345 -2.105
H -0.886 -0.732 -1.049
H 1.201 -0.813 0.461
H 1.887 0.475 -0.572
H -1.250 -0.396 1.531
*
```

Atom charges from the natural (NBO) analysis, given in e for atoms 1 to 8: number 1, C, carries -0.69; number 2, C, carries -0.30; number 3, C, carries 0.55; number 4, F, carries -0.32; number 5, F, carries -0.34; number 6, H, carries 0.22; number 7, H, carries 0.22; number 8, H, carries 0.20

=====

Version x
ORCA calculation (ωB97M-V/def2-TZVPD) on a 2-piece molecular cluster, C3H6F2 overall.

## Properties
Orbital gap ... 0.346 Ha

ORCA input file:
```
! wB97M-V def2-TZVPD RIJCOSX def2/J DEFGRID3
* xyz 0 1
C -1.320 0.579 -0.478
C -0.687 -0.670 0.041
C 1.642 -0.100 0.379
F 1.883 1.221 0.002
F 2.566 -0.807 -0.320
H -2.394 0.187 -0.716
H -1.287 1.343 0.398
H -0.721 0.882 -1.252
H -0.718 -0.938 1.034
H -0.717 -1.551 -0.487
H 1.754 -0.146 1.400
*
```

Atom charges from the natural (NBO) analysis, given in e for atoms 1 to 8: number 1, C, carries -0.66; number 2, C, carries -0.28; number 3, C, carries 0.52; number 4, F, carries -0.38; number 5, F, carries -0.35; number 6, H, carries 0.22; number 7, H, carries 0.22; number 8, H, carries 0.23

=====

Which of them is the most stable, and which is the least stable? version x and version w, in that order.

=====

Version w
ORCA calculation (ωB97M-V/def2-TZVPD) on a 2-piece molecular cluster, C2H11N3 overall.

## Properties
SMILES ... NCN.CN
Orbital gap ... 0.364 Ha

ORCA input file:
```
! wB97M-V def2-TZVPD RIJCOSX def2/J DEFGRID3
* xyz 0 1
N -0.522 -0.727 -0.769
C 0.858 -1.082 -1.034
N 1.272 -2.495 -1.014
H -1.216 -1.125 -1.417
H -0.921 0.143 -0.407
H 1.392 -0.431 -0.311
H 1.088 -0.668 -2.037
H 0.364 -2.993 -0.755
H 1.808 -2.663 -0.168
C -0.072 1.597 1.421
N -1.204 1.854 0.538
H 0.869 2.004 1.051
H -0.409 2.041 2.403
H 0.092 0.516 1.679
H -1.816 1.249 0.044
H -1.584 2.781 0.774
*
```

Atom charges from the natural (NBO) analysis, given in e for atoms 1 to 8: number 1, N, carries -0.90; number 2, C, carries -0.05; number 3, N, carries -0.83; number 4, H, carries 0.35; number 5, H, carries 0.38; number 6, H, carries 0.17; number 7, H, carries 0.15; number 8, H, carries 0.35

=====

Version x
ORCA calculation (ωB97M-V/def2-TZVPD) on a 2-piece molecular cluster, C2H11N3 overall.

## Properties
SMILES ... NCN.CN
Orbital gap ... 0.371 Ha

ORCA input file:
```
! wB97M-V def2-TZVPD RIJCOSX def2/J DEFGRID3
* xyz 0 1
N -0.337 -0.765 -2.264
C -1.426 -0.147 -1.673
N -1.459 1.380 -1.884
H -0.397 -0.937 -3.246
H 0.435 -0.182 -2.155
H -2.266 -0.619 -2.170
H -1.452 -0.303 -0.599
H -0.575 1.784 -1.410
H -2.188 1.928 -1.533
C 1.721 -0.781 2.482
N 1.108 0.511 2.024
H 2.857 -0.674 2.642
H 1.420 -1.490 1.759
H 1.404 -1.328 3.312
H 0.013 0.386 2.030
H 1.141 1.235 2.687
*
```

Atom charges from the natural (NBO) analysis, given in e for atoms 1 to 8: number 1, N, carries -0.81; number 2, C, carries -0.04; number 3, N, carries -0.89; number 4, H, carries 0.36; number 5, H, carries 0.35; number 6, H, carries 0.18; number 7, H, carries 0.15; number 8, H, carries 0.34

=====

Which of them is the most stable, and which is the least stable? version x and version w, in that order.